No. 1
The following is a quantum chemistry calculation of a molecular structure, C20H27AuN3O3, from OMol25.

```
54
Properties=species:S:1:pos:R:3:forces:R:3:lowdin_charge:R:1
Au -0.4468 0.0117 -1.2802 0.009 0.111 -0.413 1.0904
C -3.2165 2.2778 1.0380 -0.047 0.141 -0.036 -0.0171
N -2.5042 1.0369 1.3094 0.157 -0.015 0.444 -0.1189
C -3.3701 -0.1386 1.3156 0.011 -0.089 -0.184 -0.0155
C -1.2800 1.0701 1.8356 -0.262 0.081 -0.307 -0.1463
C -0.7988 2.2575 2.4603 0.052 0.114 0.022 0.0039
C 0.4301 2.2908 3.0279 -0.206 0.049 -0.032 -0.0122
C 1.3062 1.1691 2.9622 0.077 -0.300 -0.120 -0.0369
C 0.9261 0.0416 2.3157 0.300 0.166 0.149 -0.0059
C -0.3638 -0.0589 1.6969 -0.036 -0.498 -0.392 -0.2141
N -0.6963 -0.9825 0.7951 -0.189 0.246 0.902 0.0591
C 0.0178 -2.1873 0.6580 0.138 -0.092 -0.236 -0.2218
C 0.4651 -2.9279 1.7491 -0.052 0.029 0.000 -0.0183
C 1.1099 -4.1398 1.5575 0.023 -0.052 0.026 -0.0535
C 1.3196 -4.6257 0.2806 -0.003 0.001 -0.003 -0.0503
C 0.8231 -3.9282 -0.8153 -0.080 0.022 0.084 -0.0067
C 0.1571 -2.7321 -0.6308 0.005 -0.005 0.065 -0.1985
N -0.4930 -2.0265 -1.7447 -0.010 -0.041 0.070 -0.3483
C 0.1635 -2.2494 -3.0527 0.040 0.032 -0.031 -0.0734
C -1.9035 -2.4963 -1.8199 0.000 -0.043 -0.040 -0.0514
H -3.7729 2.6165 1.9159 0.019 0.014 -0.009 0.1124
H -3.9225 2.0804 0.2335 -0.012 0.005 0.017 0.1055
H -2.5146 3.0359 0.7014 -0.024 -0.002 -0.027 0.0940
H -4.1912 0.0589 2.0091 -0.015 0.028 -0.042 0.1076
H -2.8301 -1.0206 1.6282 -0.019 -0.012 0.042 0.0824
H -3.7864 -0.2992 0.3210 0.041 -0.033 0.001 0.0967
H -1.4418 3.1204 2.5259 0.020 0.002 -0.011 0.1206
H 0.7547 3.1870 3.5379 -0.001 0.022 -0.002 0.1276
H 2.2923 1.2395 3.4001 0.006 -0.008 0.000 0.1191
H 1.6250 -0.7725 2.1984 -0.018 -0.025 0.014 0.1134
H 0.2827 -2.5694 2.7530 0.019 0.050 -0.006 0.1233
H 1.4534 -4.6982 2.4173 0.009 -0.009 0.000 0.1172
H 1.8501 -5.5546 0.1278 -0.001 -0.016 0.000 0.1159
H 0.9594 -4.3371 -1.8043 0.005 -0.009 -0.045 0.1132
H 0.0636 -3.2886 -3.3697 0.001 -0.007 -0.001 0.0905
H 1.2142 -1.9785 -2.9824 -0.002 0.005 -0.012 0.1011
H -0.3240 -1.6157 -3.7898 0.014 -0.004 0.001 0.0943
H -1.9214 -3.5565 -2.0845 -0.009 -0.002 0.023 0.1066
H -2.4295 -1.9182 -2.5766 -0.003 -0.010 -0.009 0.0938
H -2.3745 -2.3529 -0.8512 -0.024 0.016 -0.008 0.0806
C 1.8546 3.2220 -2.7505 0.000 0.022 0.072 -0.0018
C 1.8439 2.3915 -1.4713 0.036 0.036 0.008 -0.5271
C 3.0446 2.6885 -0.5856 -0.047 0.073 -0.030 -0.0099
O 1.8781 1.0021 -1.8678 0.046 0.116 0.031 -0.0938
C 0.5452 2.7474 -0.7086 -0.095 0.110 0.030 -0.5778
O 0.4997 3.7966 -0.0971 0.071 -0.065 -0.027 0.0747
O -0.5040 1.9689 -0.7917 0.023 -0.094 0.054 -0.2012
H 2.7885 3.0557 -3.2864 0.006 -0.011 -0.014 0.0934
H 1.7583 4.2797 -2.5123 0.007 0.010 0.009 0.1003
H 1.0251 2.9320 -3.3951 -0.018 -0.014 -0.008 0.0950
H 3.9676 2.5771 -1.1564 0.013 -0.026 0.001 0.0969
H 3.0659 2.0107 0.2730 -0.005 -0.005 0.006 0.0848
H 2.9837 3.7049 -0.2044 0.011 -0.003 -0.026 0.0968
H 2.6169 0.5841 -1.4146 0.016 -0.011 0.000 0.0897
```
Forces are in eV/Å.

Values from the calculation:
Spin multiplicity: 1
HOMO (alpha / beta), eV: -10.8930 / -11.3642
Kohn-Sham gap (alpha / beta), eV: 5.571 / 6.068
Net charge: +1
Energy relative to the best compared isomer or geometry (same formula, charge and spin), kJ/mol: 0.0

=====

No. 2
The following is a quantum chemistry calculation of a molecular structure, C20H27BrN8OSSe3TeTl, from OMol25.

```
63
Properties=species:S:1:pos:R:3:forces:R:3:lowdin_charge:R:1
Tl -0.5172 1.0516 -0.7666 -0.197 0.303 0.032 0.7342
Br 2.1707 6.0020 5.0270 -0.002 -0.070 -0.074 0.7640
C 2.0660 4.5001 3.8815 -0.011 0.044 0.101 -0.6858
C 2.5754 3.2823 4.3086 0.030 0.077 0.003 -0.1171
C 2.4944 2.1788 3.4783 -0.108 -0.106 -0.109 -0.0227
C 1.8853 2.2789 2.2243 0.103 0.361 0.327 -0.2761
C 1.3565 3.5078 1.8283 0.061 -0.179 -0.086 -0.0307
C 1.4587 4.6212 2.6419 -0.015 0.042 0.025 -0.1164
N 1.7252 1.1899 1.3520 -0.246 -0.311 -0.369 0.0778
C 2.5682 0.2469 1.3149 0.004 0.210 0.152 -0.0842
C 2.4113 -0.9350 0.4492 0.026 -0.433 -0.391 -0.2452
C 3.2583 -2.0222 0.6545 -0.044 0.153 0.077 -0.0088
C 3.1345 -3.1420 -0.1504 0.019 -0.050 -0.065 -0.0450
C 2.2042 -3.1249 -1.1732 0.055 -0.031 0.092 -0.0396
C 1.4156 -1.9921 -1.3215 -0.061 0.044 -0.086 -0.1424
N 1.4876 -0.9340 -0.5273 0.258 0.121 0.385 0.0669
H 3.0260 3.1966 5.2875 0.007 0.012 -0.005 0.1059
H 2.8734 1.2268 3.8291 -0.021 0.001 0.000 0.1100
H 0.8758 3.5929 0.8626 -0.084 -0.020 -0.048 0.0792
H 1.0547 5.5689 2.3132 0.007 0.011 0.036 0.1093
H 3.4764 0.2590 1.9259 0.008 -0.018 0.004 0.1296
H 4.0028 -1.9897 1.4395 -0.016 0.026 0.015 0.1175
H 3.7669 -4.0053 0.0083 0.016 0.009 -0.002 0.1161
H 2.0902 -3.9691 -1.8392 -0.014 0.031 -0.037 0.1110
H 0.6885 -1.9250 -2.1224 -0.058 -0.051 0.049 0.0985
N -1.6684 0.6650 1.9070 0.112 0.074 -0.144 -0.0252
N -2.8646 -0.0400 2.0586 -0.172 -0.163 0.206 -0.0835
C -3.9022 0.1734 1.2139 0.023 0.006 -0.242 -0.8796
N -5.0559 -0.4247 1.5719 0.063 -0.105 0.174 0.0902
S -3.8167 1.0966 -0.1706 0.011 -0.148 -0.053 0.5184
H -0.9394 0.2158 2.4437 -0.009 -0.051 0.003 0.0893
H -1.7727 1.6360 2.1925 -0.040 0.020 0.103 0.0221
H -3.0883 -0.3829 2.9821 -0.001 0.116 0.079 0.1468
H -5.1400 -1.0098 2.3861 -0.012 0.012 -0.015 0.1056
H -5.8414 -0.3334 0.9552 -0.025 0.028 -0.026 0.0930
Se -2.5626 4.3837 1.8163 0.060 0.014 -0.248 0.0161
Se -4.2990 4.3562 0.4703 0.117 0.196 -0.074 -0.1394
Te -3.4987 4.7388 -1.8496 0.532 -0.024 0.280 0.4147
Se -1.1346 4.8479 -1.6765 -0.588 -0.104 0.153 -0.1601
N 1.7905 0.7528 -3.7100 0.160 -0.031 -0.049 -0.0237
C 3.1006 0.7992 -4.0345 0.039 0.018 0.047 -0.0958
C 3.6770 1.7152 -3.1889 0.056 0.041 0.036 -0.0628
C 2.6177 2.1753 -2.3856 -0.011 -0.076 -0.081 -0.1659
N 1.4786 1.5857 -2.7119 -0.004 0.124 -0.042 -0.0691
H 1.0643 0.2128 -4.1445 -0.009 -0.003 -0.044 0.1512
H 3.5183 0.1987 -4.8246 -0.041 -0.004 -0.010 0.1165
H 4.7068 2.0245 -3.1571 0.001 -0.036 -0.033 0.0968
H 2.6367 2.9130 -1.5985 -0.004 -0.025 0.016 0.1051
C -1.6202 -3.2715 0.3890 0.044 0.071 -0.002 -0.0324
N -2.0472 -3.4620 -0.9883 0.059 0.014 0.099 -0.1339
C -2.4042 -4.8213 -1.3791 -0.059 0.068 -0.109 -0.0412
C -2.0624 -2.4067 -1.8327 -0.034 -0.099 0.026 -0.5045
C -2.5948 -2.6128 -3.2294 -0.021 0.047 0.033 0.0287
O -1.6539 -1.2964 -1.4898 0.004 -0.065 -0.140 -0.1742
H -2.4020 -3.6136 1.0702 0.007 -0.001 -0.003 0.0947
H -1.4338 -2.2139 0.5509 -0.021 -0.008 0.029 0.0670
H -0.7047 -3.8304 0.5978 -0.012 -0.015 -0.034 0.0929
H -2.2157 -5.4787 -0.5349 0.026 -0.006 0.000 0.0892
H -1.8001 -5.1641 -2.2195 -0.017 -0.036 0.018 0.0956
H -3.4589 -4.9085 -1.6432 0.001 -0.004 0.027 0.0942
H -3.1056 -3.5572 -3.3837 0.012 -0.004 -0.030 0.0671
H -1.7701 -2.5323 -3.9390 0.014 -0.036 0.011 0.0935
H -3.2818 -1.7947 -3.4396 0.018 0.014 0.015 0.0970
```
Forces are in eV/Å.

Values from the calculation:
Spin multiplicity: 1
HOMO (alpha / beta), eV: -9.6768 / -9.6764
Kohn-Sham gap (alpha / beta), eV: 4.993 / 4.992
Net charge: +1
Energy relative to the best compared isomer or geometry (same formula, charge and spin), kJ/mol: 58.4

=====

No. 3
The following is a quantum chemistry calculation of a molecular structure, C20H27ClFN3O2, from OMol25.

```
54
Properties=species:S:1:pos:R:3:forces:R:3:lowdin_charge:R:1
C 2.1988 -5.0084 -3.3083 -0.101 4.581 -1.227 -0.0618
H 2.0403 -5.7610 -2.6376 -0.897 -2.346 1.371 0.0223
H 1.3555 -4.7953 -4.0775 1.551 -1.044 1.129 0.1104
C 2.2769 -3.6621 -2.4590 0.234 1.203 -0.614 -0.2265
C 3.5387 -3.6663 -1.3422 -7.865 -7.346 -2.166 -0.1630
C 3.4269 -2.5432 -0.6211 -4.212 3.404 0.468 -0.2982
C 3.5860 -1.4854 -1.5352 -2.015 10.678 -1.519 -0.1668
N 2.5396 -1.1458 -2.6762 0.782 -3.913 0.779 -0.1460
C 2.5433 -2.4207 -3.4660 -3.008 -0.630 4.823 -0.1550
H 1.7130 -2.3980 -4.0782 -2.018 0.064 -1.537 0.0795
H 3.3217 -2.5910 -4.0878 3.298 -0.382 -1.657 0.0869
C 2.6889 -0.0373 -3.6562 -9.675 3.975 12.599 -0.1247
H 3.1625 0.8240 -2.7737 -1.709 -1.461 -2.795 0.1931
C 1.2842 0.3307 -4.2516 4.954 2.092 6.611 -0.1360
H 1.0027 -0.4370 -4.7445 -2.942 -5.642 -2.730 0.0432
H 1.6283 0.9081 -4.9807 0.434 3.806 -3.067 0.0710
C 0.4355 0.9115 -3.1282 -2.873 0.766 -5.881 -0.1865
N -0.0783 -0.0682 -2.2417 -1.366 3.066 -1.604 0.0822
C -1.4904 -0.0453 -2.0778 9.835 -8.906 5.709 -0.5503
O -2.3582 0.3197 -2.6695 -6.767 5.242 -5.540 0.1882
C -1.7167 -1.1073 -0.9946 -5.924 -3.034 -0.317 -0.1813
C -0.7577 -2.1178 -0.3952 -3.324 7.911 4.105 -0.0250
C -0.2161 -1.0238 0.6899 3.599 -1.665 1.765 -0.2513
O 0.8893 -1.2390 1.2371 -3.237 1.434 -1.040 0.0400
N -1.0723 0.1547 0.8357 3.074 -2.139 2.198 0.0175
C -1.0506 1.0060 2.0083 7.598 -4.048 -5.250 -0.2723
C -2.0426 1.5207 2.5530 -14.715 2.387 -1.081 -0.1016
C -2.2326 2.6603 3.2636 8.739 -2.208 2.012 -0.7396
C -0.8792 2.8579 3.8402 -4.510 5.842 2.867 -0.1834
C 0.2568 2.3531 3.4680 1.290 -2.183 -3.018 -0.0217
C 0.1699 1.4529 2.3862 5.465 -0.870 1.604 0.0272
H 1.2363 0.9916 2.0902 -2.990 0.998 0.007 0.1709
H 1.1723 2.7521 3.7898 0.966 0.234 0.615 0.1202
F -0.7018 3.9711 4.8034 -0.856 -2.176 -1.677 -0.0644
Cl -3.5126 3.2829 3.9291 -4.014 1.926 1.414 0.8788
H -3.3233 1.2751 1.9800 3.995 0.102 1.747 0.2214
C -2.2113 -0.1511 0.2075 -3.605 -7.573 -0.230 -0.2027
H -3.1777 -1.0618 0.9034 2.547 2.760 -1.375 0.2087
H -2.7484 0.6237 -0.1322 -2.173 2.689 -1.082 0.0630
H -1.1486 -2.9375 0.0858 -1.544 -1.547 1.210 0.1009
H 0.0456 -2.3900 -0.8268 5.514 -1.652 -3.695 -0.0037
H -2.7041 -2.0314 -1.4035 2.384 3.660 0.930 0.2277
H 0.7096 -0.6310 -1.9163 -0.678 -0.647 0.607 0.1143
H 0.9298 1.7520 -2.7079 0.280 0.742 0.587 0.0980
H -0.4765 1.3251 -3.9585 1.868 -0.717 3.255 0.1978
H 3.4314 -0.1949 -4.0847 11.475 -2.361 -8.446 -0.0270
H 3.5166 -0.3549 -0.8945 0.082 -2.917 -1.388 0.1790
H 4.5553 -1.3278 -1.8912 1.838 -0.483 -1.075 0.0948
H 4.1647 -2.3315 -0.0144 3.496 0.463 4.153 0.0925
H 2.4282 -2.4256 -0.2113 0.130 -0.207 0.875 0.1208
H 3.1344 -4.5357 -0.7834 1.281 -0.189 0.001 0.1363
H 4.3001 -3.8612 -1.9321 4.253 -0.921 -2.266 0.0758
H 1.2087 -3.4224 -1.9653 2.577 -0.725 -0.817 0.1491
H 3.1990 -5.1430 -3.7472 -0.522 -0.092 -0.345 0.0775
```
Forces are in eV/Å.

Values from the calculation:
Spin multiplicity: 1
HOMO, eV: -8.6967
Kohn-Sham gap, eV: 8.994
Energy relative to the best compared isomer or geometry (same formula, charge and spin), kJ/mol: 1808.6